C14H26N2O3S in the gas phase, computed with ωB97M-V/def2-TZVPD.

Cartesian coordinates (Å):
C  -3.95515  1.29876  3.72356
C  -3.03782  0.11166  3.55058
S  -2.00189  0.38304  2.08277
O  -2.85340  0.68660  0.97500
O  -1.10212  -0.73378  1.97029
N  -1.16622  1.77008  2.56109
C  0.17775  1.50491  3.01922
C  1.11011  1.15192  1.83719
N  0.58681  1.74052  0.62718
C  0.36558  1.11049  -0.56424
O  -0.15124  1.70611  -1.48738
C  0.84457  -0.32143  -0.66992
C  0.64600  -0.85325  -2.08760
C  1.07710  -2.31355  -2.23280
C  0.65218  -2.89583  -3.58357
C  1.70481  -2.38482  -4.57099
C  2.98755  -2.18913  -3.74260
C  2.59942  -2.47795  -2.28495
C  0.02251  3.05642  0.83255
C  -1.25603  2.91942  1.67855
H  -4.64539  1.14267  4.54978
H  -3.37071  2.19493  3.91493
H  -4.52440  1.44630  2.80940
H  -2.35609  -0.02382  4.38444
H  -3.58267  -0.81023  3.36643
H  0.13342  0.67076  3.71862
H  0.52853  2.39453  3.54977
H  2.12050  1.53990  2.03000
H  1.15588  0.07100  1.73426
H  1.89755  -0.37193  -0.38430
H  0.26154  -0.92268  0.03330
H  1.20047  -0.22544  -2.78509
H  -0.41235  -0.75999  -2.33584
H  0.64485  -2.88556  -1.40649
H  0.68592  -3.98585  -3.53412
H  -0.35632  -2.59852  -3.86605
H  1.38218  -1.43683  -5.00060
H  1.85514  -3.08520  -5.39199
H  3.35623  -1.16873  -3.84589
H  3.78269  -2.85752  -4.07242
H  2.85863  -3.50635  -2.02725
H  3.11753  -1.81995  -1.58929
H  0.76498  3.68033  1.34101
H  -0.20516  3.48159  -0.14524
H  -2.11974  2.74798  1.03659
H  -1.42376  3.81843  2.28207

Summary:
Energy relative to the best compared isomer or geometry (same formula, charge and spin) in eV: 1.143
Orbital gap in eV: 9.62
E_LUMO in eV: 0.5
SMILES string: CCS(=O)(=O)N1CCN(C(=O)CCC2CCCC2)CC1
Total charge: 0
Multiplicity: 1
HOMO level in Eh: -0.3337

Atomic partial charges in e from the Löwdin method, atoms 1 to 2: number 1, C, carries -0.126; number 2, C, carries -0.270